(1)
17
Properties=species:S:1:pos:R:3:forces:R:3:nbo_charge:R:1 method="wB97M-V/def2-TZVPD" homo_ha="-0.405 / -0.405" charge=+1
C 2.58863 1.32168 -0.07265 2.33 1.00 1.19 0.379
C 1.31159 -0.64207 0.26926 0.18 1.00 -1.43 -0.246
C 1.23205 -0.14604 -1.21063 -1.06 0.31 -0.31 -0.260
C -4.12823 -0.38497 0.22475 0.29 -0.62 0.28 -1.043
N 2.24582 0.42625 0.78919 -1.11 -2.40 3.68 -0.515
N 2.12737 1.06855 -1.22402 -1.84 -1.88 -3.91 -0.510
P -2.38593 0.11463 0.36223 0.15 0.26 -0.08 0.274
H 0.31353 -0.55989 0.73625 0.63 0.05 -0.09 0.246
H 1.65390 -1.67569 0.33683 0.51 0.34 0.43 0.240
H 1.47357 -0.81705 -2.07401 0.09 0.35 1.17 0.244
H 0.17925 0.17443 -1.34104 0.63 0.08 -0.35 0.242
H -4.82204 0.49011 0.29437 0.42 -0.92 -0.30 0.265
H -4.24396 -1.04783 1.13036 -0.38 0.50 -0.92 0.260
H -4.19666 -1.01379 -0.71330 -0.47 0.79 1.01 0.260
H 2.39757 0.36658 1.81866 0.27 0.89 -1.41 0.455
H 2.57275 1.23396 -2.12504 -0.08 0.83 0.62 0.448
H 3.30901 2.14889 0.06104 -0.57 -0.59 0.42 0.261



(2)
10
Properties=species:S:1:pos:R:3:forces:R:3:nbo_charge:R:1 method="wB97M-V/def2-TZVPD" homo_ha=-0.127 charge=-1
C -0.00487 -1.25840 -0.53218 0.33 -1.80 -2.86 -0.522
O 0.85438 0.97929 -1.51388 -1.01 0.80 -1.00 -0.980
O 0.32840 0.91279 0.92490 -1.23 -1.00 -1.96 -0.973
O 2.39759 -0.20210 -0.11498 0.46 -0.18 1.09 -0.957
F 0.65537 -2.48370 -0.17618 -0.10 0.43 0.72 -0.412
P -1.37584 0.52771 0.86152 -0.45 0.85 2.19 0.617
S 1.03019 0.05628 -0.44277 0.91 1.02 1.39 2.272
H -0.02484 -1.37396 -1.66333 -0.57 0.35 1.05 0.159
H -1.55099 1.17207 2.15269 0.14 -0.37 -0.04 -0.107
H -2.30940 1.67002 0.50420 1.53 -0.10 -0.58 -0.098



Result set for total energy: -16569.60472; -30067.62421 eV, one per record in the order listed.
Result set for energy relative to the best compared isomer or geometry (same formula, charge and spin): 2.255; 2.695 eV, one per record in the order listed.